[1]
Here is a molecular structure, C22H62InN20O37S in a non-equilibrium geometry from OMol25. Energies are from ωB97M-V with the def2-TZVPD basis set.

## Properties
- E (Eh) = -5340.981061
- E_HOMO (eV) = -5.04

```
! wB97M-V def2-TZVPD RIJCOSX def2/J DEFGRID3
* xyz -1 1
In -1.846 1.623 3.096
C -0.278 2.889 4.115
C 0.229 2.189 5.390
S 1.809 1.299 5.234
C 2.276 1.314 3.570
N 2.538 0.279 2.832
N 2.883 0.699 1.590
C 2.828 1.992 1.628
O 2.478 2.430 2.829
H -2.164 0.233 4.121
H -3.354 2.590 3.064
H -1.268 1.121 1.489
H -0.788 3.782 4.441
H 0.506 3.223 3.449
H -0.550 1.533 5.744
H 0.412 2.940 6.141
H 3.023 2.685 0.844
C -0.799 -3.907 4.396
N -1.484 -2.614 4.147
O -1.113 -1.986 3.175
O -2.353 -2.298 4.926
H -0.059 -4.054 3.625
H -0.331 -3.853 5.375
H -1.545 -4.678 4.373
C 2.401 0.675 9.854
N 1.248 0.649 8.914
O 1.030 1.649 8.267
O 0.611 -0.378 8.863
H 2.872 1.647 9.791
H 2.012 0.491 10.850
H 3.085 -0.112 9.553
C -3.032 -4.173 0.770
N -3.063 -5.184 1.863
O -2.038 -5.369 2.489
O -4.113 -5.754 2.059
H -2.038 -3.749 0.719
H -3.290 -4.686 -0.151
H -3.766 -3.412 1.011
C 2.058 4.952 -1.048
N 1.655 6.099 -1.906
O 1.027 6.995 -1.387
O 1.988 6.065 -3.072
H 1.707 5.128 -0.044
H 1.615 4.051 -1.463
H 3.142 4.905 -1.077
C -1.172 0.135 -1.072
N -1.322 -1.199 -1.718
O -1.421 -1.243 -2.931
O -1.340 -2.173 -0.999
H -1.176 0.889 -1.849
H -2.003 0.275 -0.391
H -0.233 0.137 -0.529
C 2.891 5.388 3.736
N 2.361 6.420 2.804
O 1.765 7.356 3.280
O 2.580 6.276 1.615
H 2.628 5.678 4.745
H 2.454 4.427 3.493
H 3.969 5.368 3.604
C -0.860 -3.931 -3.923
N -0.969 -5.409 -4.050
O -0.345 -6.098 -3.267
O -1.677 -5.838 -4.934
H -0.201 -3.703 -3.097
H -0.460 -3.558 -4.855
H -1.852 -3.540 -3.740
C 5.368 3.865 -3.752
N 5.528 3.354 -2.362
O 5.143 4.064 -1.454
O 6.028 2.264 -2.231
H 4.906 4.843 -3.708
H 6.358 3.916 -4.194
H 4.740 3.160 -4.286
C -1.676 8.553 -1.091
N -2.568 8.733 -2.268
O -2.691 9.855 -2.714
O -3.109 7.749 -2.725
H -1.268 9.522 -0.834
H -2.270 8.152 -0.276
H -0.892 7.861 -1.373
C 3.375 -2.772 3.286
N 3.357 -3.747 4.412
O 4.381 -3.906 5.051
O 2.318 -4.327 4.622
H 4.365 -2.343 3.216
H 3.122 -3.321 2.384
H 2.637 -2.003 3.494
C -3.721 5.766 -5.232
N -3.964 4.510 -4.478
O -3.101 4.122 -3.726
O -5.022 3.950 -4.680
H -2.746 6.149 -4.959
H -3.761 5.514 -6.287
H -4.500 6.472 -4.968
C -5.568 0.956 -5.547
N -5.788 -0.316 -4.812
O -4.919 -0.693 -4.059
O -6.834 -0.897 -5.021
H -4.604 1.358 -5.265
H -5.600 0.727 -6.606
H -6.363 1.636 -5.273
C -2.036 6.133 7.508
N -0.740 5.565 7.049
O -0.056 4.984 7.866
O -0.464 5.721 5.883
H -2.151 5.917 8.563
H -2.003 7.203 7.327
H -2.820 5.663 6.924
C -7.997 1.262 -9.014
N -7.569 2.591 -8.497
O -7.587 3.529 -9.262
O -7.232 2.637 -7.335
H -8.268 1.371 -10.056
H -7.160 0.581 -8.896
H -8.844 0.939 -8.419
C 7.445 -3.728 6.415
N 7.669 -3.454 7.860
O 8.102 -4.354 8.547
O 7.402 -2.341 8.255
H 7.727 -4.753 6.212
H 6.393 -3.568 6.206
H 8.063 -3.035 5.853
C 2.625 -5.932 -6.133
N 2.259 -4.493 -6.220
O 1.078 -4.211 -6.247
O 3.165 -3.692 -6.259
H 1.714 -6.518 -6.103
H 3.219 -6.177 -7.012
H 3.202 -6.066 -5.224
C 3.117 -8.260 -10.481
N 3.084 -8.239 -8.993
O 3.859 -7.499 -8.420
O 2.283 -8.961 -8.452
H 3.877 -7.567 -10.817
H 3.349 -9.275 -10.785
H 2.134 -7.964 -10.831
C -2.464 -8.266 1.633
N -2.470 -9.713 1.282
O -1.795 -10.463 1.953
O -3.155 -10.047 0.340
H -1.815 -8.119 2.485
H -2.099 -7.722 0.768
H -3.482 -7.983 1.871
*
```



[2]
Here is 7 unconnected molecules or ions with the total composition C22H63N9O7 in a non-equilibrium geometry from OMol25. Energies are from ωB97M-V with the def2-TZVPD basis set.

## Properties
- E (Eh) = -1895.307051
- E_HOMO (eV) = -9.18

```
! wB97M-V def2-TZVPD RIJCOSX def2/J DEFGRID3
* xyz 0 1
C 1.706 17.035 -13.059
C 0.912 17.144 -14.327
C -0.337 16.212 -14.292
O -1.374 16.388 -15.273
C -0.885 16.059 -16.591
N 0.347 18.482 -14.411
H 1.970 16.048 -12.680
H 1.305 17.566 -12.196
H 2.656 17.557 -13.179
H 1.606 16.913 -15.135
H -0.912 16.338 -13.375
H -0.154 15.150 -14.127
H -0.161 15.248 -16.669
H -0.607 16.921 -17.197
H -1.795 15.767 -17.115
H -0.445 18.325 -15.018
H 0.998 19.099 -14.875
C 10.001 22.154 -19.219
C 8.676 21.410 -19.678
C 8.584 20.908 -21.134
O 8.794 22.039 -21.986
C 7.623 22.847 -22.137
N 8.676 20.231 -18.794
H 9.951 22.578 -18.217
H 10.119 22.938 -19.967
H 10.919 21.597 -19.404
H 7.757 21.974 -19.518
H 7.764 20.232 -21.374
H 9.495 20.344 -21.333
H 7.114 23.084 -21.202
H 6.940 22.321 -22.803
H 7.943 23.714 -22.715
H 9.428 19.678 -19.179
H 9.062 20.380 -17.872
C 5.631 17.605 -26.584
C 5.331 16.098 -26.609
C 4.422 15.674 -25.455
O 4.984 15.784 -24.141
C 6.079 14.984 -23.872
N 4.732 15.745 -27.851
H 6.215 17.807 -25.686
H 4.677 18.130 -26.537
H 6.247 17.958 -27.411
H 6.209 15.481 -26.419
H 4.079 14.647 -25.579
H 3.528 16.294 -25.390
H 7.006 15.538 -24.018
H 6.135 14.207 -24.634
H 6.083 14.631 -22.840
H 4.015 16.441 -28.003
H 5.417 15.842 -28.586
C 6.869 27.749 -15.301
C 5.655 26.807 -15.340
C 5.400 25.950 -14.098
O 6.050 24.672 -14.274
C 6.006 23.855 -13.061
N 4.510 27.626 -15.861
H 6.980 28.311 -14.373
H 7.129 28.377 -16.153
H 7.688 27.031 -15.265
H 5.817 26.165 -16.205
H 4.319 25.857 -13.991
H 5.910 26.440 -13.268
H 5.029 23.738 -12.591
H 6.602 24.313 -12.272
H 6.362 22.840 -13.236
H 3.941 27.009 -16.422
H 4.837 28.246 -16.588
C 0.068 27.020 -23.865
C -1.171 26.099 -23.574
C -0.776 24.657 -23.718
O -0.701 24.448 -25.140
C -0.450 23.065 -25.439
N -1.546 26.398 -22.215
H 0.624 26.737 -24.759
H 0.758 27.030 -23.021
H -0.242 28.055 -24.009
H -2.062 26.279 -24.176
H -1.575 24.042 -23.304
H 0.150 24.489 -23.168
H -0.568 22.690 -26.456
H -1.153 22.343 -25.024
H 0.589 22.880 -25.168
H -2.204 25.670 -21.977
H -0.811 26.197 -21.552
C 2.782 20.169 -19.256
O 1.819 20.394 -19.915
N 3.129 20.905 -18.228
N 3.641 19.237 -19.489
H 2.557 21.706 -18.000
H 3.894 20.720 -17.595
H 4.565 19.287 -19.083
H 3.549 18.692 -20.334
C -1.289 24.214 -16.663
O -0.356 24.630 -17.244
N -1.530 24.240 -15.374
N -2.023 23.263 -17.211
H -2.284 23.642 -15.067
H -0.837 24.606 -14.737
H -1.534 22.714 -17.904
H -2.867 22.863 -16.827
*
```



no.,frontier orbital gap (eV)
1,5.86
2,9.32